*A*
An isolated ion of composition C8H16NO and charge +1, computed with the ωB97M-V functional and the def2-TZVPD basis.

Last columns: bonded neighbours and bond lengths (Å).
Geometry (Å):
1 C 1.46 -1.97 -0.33  C2 1.314, H11 1.013, H12 1.107
2 C 1.18 -0.79 0.19  C1 1.314, O3 1.338, N8 1.698
3 O 0.07 -0.06 0.30  C2 1.338, C4 1.451
4 C -1.13 -0.76 -0.13  O3 1.451, C5 1.622, H13 1.135, H14 1.046
5 C -2.26 0.33 0.27  C4 1.622, C6 1.461, C7 1.509, H15 1.103
6 C -2.13 1.53 -0.54  C5 1.461, H16 1.160, H17 1.143, H18 1.076
7 C -3.63 -0.30 0.30  C5 1.509, H19 1.093, H20 1.150, H21 1.144
8 N 2.57 0.18 0.36  C2 1.698, C9 1.270, C10 1.450
9 C 2.53 1.09 1.24  N8 1.270, H22 1.087, H23 1.123
10 C 3.69 0.20 -0.56  N8 1.450, H24 1.067, H25 1.042, H26 1.148
11 H 0.90 -2.79 -0.47  C1 1.013
12 H 2.45 -2.32 -0.69  C1 1.107
13 H -1.25 -1.76 0.38  C4 1.135
14 H -1.10 -0.88 -1.17  C4 1.046
15 H -2.09 0.57 1.34  C5 1.103
16 H -2.48 1.11 -1.56  C6 1.160
17 H -1.07 1.96 -0.67  C6 1.143
18 H -2.79 2.38 -0.45  C6 1.076
19 H -3.94 -0.71 -0.66  C7 1.093
20 H -4.36 0.51 0.66  C7 1.150
21 H -3.72 -1.11 1.10  C7 1.144
22 H 3.36 1.78 1.32  C9 1.087
23 H 1.90 1.12 2.18  C9 1.123
24 H 3.47 -0.57 -1.25  C10 1.067
25 H 4.59 0.03 -0.06  C10 1.042
26 H 3.78 1.23 -1.07  C10 1.148

For the highest occupied orbital energy, the calculation gives -0.5045 hartree. The HOMO-LUMO gap comes out at 0.3331 Ha. As for the charge: +1. Its LUMO energy is -4.663 eV.

Atomic partial charges in e from the Löwdin method, atoms 1 to 4: number 1, C, carries 0.112; number 2, C, carries -0.206; number 3, O, carries -0.050; number 4, C, carries -0.083

*B*
An isolated ion of composition C8H16NO and charge +1, computed with the ωB97M-V functional and the def2-TZVPD basis.

Last columns: bonded neighbours and bond lengths (Å).
Geometry (Å):
1 C -1.82 1.58 -0.47  C2 1.316, C3 1.495, H11 1.118
2 C -2.89 0.84 -0.27  C1 1.316, C4 1.361, H12 1.097
3 C -0.38 1.26 -0.26  C1 1.495, N9 1.431, H13 1.089, H14 1.126
4 C -2.83 -0.45 0.15  C2 1.361, O10 1.253, H15 1.151
5 C 2.35 0.81 -0.34  C8 1.530, H16 1.038, H17 1.144, H18 1.098
6 C 1.23 -0.62 1.46  C8 1.514, H19 1.086, H20 1.088, H21 1.088
7 C 1.68 -1.76 -0.70  C8 1.558, H22 1.148, H23 1.161, H24 1.091
8 C 1.45 -0.39 -0.02  C5 1.530, C6 1.514, C7 1.558, N9 1.486
9 N 0.07 -0.08 -0.50  C3 1.431, C8 1.486, H25 1.085
10 O -3.61 -1.31 0.63  C4 1.253, H26 1.006
11 H -1.85 2.67 -0.71  C1 1.118
12 H -3.88 1.30 -0.43  C2 1.097
13 H 0.27 1.96 -0.77  C3 1.089
14 H -0.20 1.43 0.84  C3 1.126
15 H -1.77 -0.89 0.03  C4 1.151
16 H 2.08 1.66 0.19  C5 1.038
17 H 3.47 0.55 -0.34  C5 1.144
18 H 2.25 0.89 -1.43  C5 1.098
19 H 1.44 0.28 2.04  C6 1.086
20 H 1.93 -1.27 1.99  C6 1.088
21 H 0.25 -0.98 1.76  C6 1.088
22 H 2.75 -2.08 -0.43  C7 1.148
23 H 1.00 -2.56 -0.21  C7 1.161
24 H 1.39 -1.65 -1.75  C7 1.091
25 H 0.04 -0.21 -1.57  N9 1.085
26 H -4.42 -0.97 1.11  O10 1.006

For the highest occupied orbital energy, the calculation gives -0.4790 hartree. The HOMO-LUMO gap comes out at 0.2717 Ha. As for the charge: +1. Its LUMO energy is -5.641 eV.

Atomic partial charges in e from the Löwdin method, atoms 1 to 4: number 1, C, carries 0.051; number 2, C, carries -0.047; number 3, C, carries -0.223; number 4, C, carries -0.106

*C*
A 2-piece molecular cluster, C8H16NO overall, computed with the ωB97M-V functional and the def2-TZVPD basis.

Last columns: bonded neighbours and bond lengths (Å).
Geometry (Å):
1 C -1.79 0.57 0.75  N9 1.219, H11 1.048, H12 1.060
2 C 0.16 0.48 -1.68  C3 1.355, C6 1.451, H13 1.114
3 C 0.35 0.50 -0.34  C2 1.355, C7 1.522, N9 1.351
4 C -0.71 -1.71 -2.56  C6 1.565, H14 1.080, H15 1.067, H16 1.031
5 C 1.59 2.09 1.22  C7 1.492, H17 1.096, H18 1.065, H19 1.065
6 C -0.96 -0.18 -2.34  C2 1.451, C4 1.565, H20 1.185, H21 1.058
7 C 1.68 1.01 0.20  C3 1.522, C5 1.492, H22 1.048, H23 1.154
8 C -0.02 -2.09 2.59  O10 1.306, H24 1.113, H25 1.071
9 N -0.62 0.26 0.56  C1 1.219, C3 1.351
10 O 0.58 -1.44 3.55  C8 1.306, H26 0.917
11 H -2.58 0.11 1.27  C1 1.048
12 H -2.13 1.42 0.22  C1 1.060
13 H 1.12 0.65 -2.22  C2 1.114
14 H 0.32 -1.89 -2.84  C4 1.080
15 H -0.65 -2.23 -1.62  C4 1.067
16 H -1.32 -2.26 -3.18  C4 1.031
17 H 2.42 2.79 1.04  C5 1.096
18 H 1.77 1.86 2.25  C5 1.065
19 H 0.70 2.67 1.29  C5 1.065
20 H -1.17 0.29 -3.40  C6 1.185
21 H -1.78 -0.22 -1.67  C6 1.058
22 H 2.15 1.44 -0.64  C7 1.048
23 H 2.26 0.10 0.58  C7 1.154
24 H -0.55 -1.47 1.84  C8 1.113
25 H -0.31 -3.12 2.71  C8 1.071
26 H 0.82 -1.90 4.30  O10 0.917

For the highest occupied orbital energy, the calculation gives -0.4097 hartree. The HOMO-LUMO gap comes out at 0.1428 Ha. As for the charge: +1. Its LUMO energy is -7.265 eV.

Atomic partial charges in e from the Löwdin method, atoms 1 to 4: number 1, C, carries 0.002; number 2, C, carries -0.073; number 3, C, carries -0.323; number 4, C, carries -0.085

Short version: *B* is the most stable of them.

*A*
A 2-piece molecular cluster, C7H18N overall, computed with the ωB97M-V functional and the def2-TZVPD basis.

Last columns: bonded neighbours and bond lengths (Å).
Geometry (Å):
1 C -1.74 -2.12 1.09  C2 1.525, H5 1.091, H6 1.085, H7 1.089
2 C -1.78 -0.61 1.30  C1 1.525, N4 1.491, H8 1.089, H9 1.088
3 C -0.23 0.33 2.98  N4 1.268, H10 1.083, H11 1.084
4 N -0.47 -0.13 1.82  C2 1.491, C3 1.268, H12 1.022
5 H -0.79 -2.41 0.65  C1 1.091
6 H -1.91 -2.64 2.03  C1 1.085
7 H -2.51 -2.39 0.37  C1 1.089
8 H -1.91 -0.05 0.37  C2 1.089
9 H -2.52 -0.31 2.03  C2 1.088
10 H 0.79 0.61 3.21  C3 1.083
11 H -1.04 0.43 3.69  C3 1.084
12 H 0.32 -0.23 1.18  N4 1.022
13 C -0.15 0.15 -2.24  C14 1.539, H17 1.090, H18 1.091, H19 1.093
14 C 0.75 0.82 -1.18  C13 1.539, C15 1.528, C16 1.525, H20 1.102
15 C 1.73 -0.18 -0.59  C14 1.528, H21 1.097, H22 1.089, H23 1.098
16 C 1.49 2.02 -1.77  C14 1.525, H24 1.089, H25 1.091, H26 1.090
17 H -0.92 0.83 -2.59  C13 1.090
18 H 0.46 -0.15 -3.09  C13 1.091
19 H -0.64 -0.73 -1.81  C13 1.093
20 H 0.06 1.19 -0.41  C14 1.102
21 H 2.23 0.21 0.31  C15 1.097
22 H 2.50 -0.43 -1.32  C15 1.089
23 H 1.25 -1.13 -0.29  C15 1.098
24 H 0.78 2.77 -2.12  C16 1.089
25 H 2.13 2.47 -1.01  C16 1.091
26 H 2.11 1.70 -2.61  C16 1.090

For the highest occupied orbital energy, the calculation gives -0.5425 hartree. The HOMO-LUMO gap comes out at 0.3644 Ha. As for the charge: +1. Its LUMO energy is -4.846 eV.

Atomic partial charges in e from the Löwdin method, atoms 1 to 4: number 1, C, carries -0.045; number 2, C, carries -0.157; number 3, C, carries 0.196; number 4, N, carries 0.043

*B*
A 2-piece molecular cluster, C7H18N overall, computed with the ωB97M-V functional and the def2-TZVPD basis.

Last columns: bonded neighbours and bond lengths (Å).
Geometry (Å):
1 C -1.18 2.58 -0.62  C2 1.539, H5 1.111, H6 1.099, H7 1.088
2 C -0.67 2.00 0.71  C1 1.539, N4 1.494, H8 1.091, H9 1.088
3 C -2.29 0.46 1.80  N4 1.288, H10 1.120, H11 1.098
4 N -1.41 0.72 0.89  C2 1.494, C3 1.288, H12 1.018
5 H -1.14 1.80 -1.41  C1 1.111
6 H -2.21 2.96 -0.51  C1 1.099
7 H -0.53 3.39 -0.92  C1 1.088
8 H 0.36 1.64 0.71  C2 1.091
9 H -0.87 2.61 1.59  C2 1.088
10 H -2.74 -0.57 1.85  C3 1.120
11 H -2.58 1.26 2.50  C3 1.098
12 H -1.04 -0.06 0.36  N4 1.018
13 C 1.96 -0.10 -0.78  C14 1.557, H17 1.112, H18 1.097, H19 1.097
14 C 1.00 -1.17 -0.17  C13 1.557, C15 1.550, C16 1.586, H20 1.112
15 C -0.17 -1.52 -1.11  C14 1.550, H21 1.112, H22 1.094, H23 1.115
16 C 1.78 -2.49 0.24  C14 1.586, H24 1.103, H25 1.101, H26 1.102
17 H 2.69 0.21 0.00  C13 1.112
18 H 2.52 -0.56 -1.60  C13 1.097
19 H 1.46 0.81 -1.14  C13 1.097
20 H 0.62 -0.70 0.76  C14 1.112
21 H -0.95 -2.11 -0.56  C15 1.112
22 H 0.16 -2.10 -1.98  C15 1.094
23 H -0.69 -0.61 -1.50  C15 1.115
24 H 2.60 -2.31 0.95  C16 1.103
25 H 1.10 -3.25 0.65  C16 1.101
26 H 2.21 -2.89 -0.70  C16 1.102

For the highest occupied orbital energy, the calculation gives -0.5461 hartree. The HOMO-LUMO gap comes out at 0.3660 Ha. As for the charge: +1. Its LUMO energy is -4.900 eV.

Atomic partial charges in e from the Löwdin method, atoms 1 to 4: number 1, C, carries -0.048; number 2, C, carries -0.150; number 3, C, carries 0.196; number 4, N, carries 0.021

*C*
A 2-piece molecular cluster, C7H18N overall, computed with the ωB97M-V functional and the def2-TZVPD basis.

Last columns: bonded neighbours and bond lengths (Å).
Geometry (Å):
1 C 0.79 3.15 -2.23  C2 1.472, H5 1.093, H6 1.120, H7 1.096
2 C 0.33 2.59 -0.95  C1 1.472, C3 1.332, H8 1.063
3 C -0.54 1.59 -0.79  C2 1.332, N4 1.477, H9 1.122
4 N -0.80 1.00 0.53  C3 1.477, H10 1.027, H11 1.009, H12 1.021
5 H 0.42 2.62 -3.11  C1 1.093
6 H 0.53 4.24 -2.29  C1 1.120
7 H 1.89 3.16 -2.33  C1 1.096
8 H 0.57 3.11 -0.06  C2 1.063
9 H -0.95 0.88 -1.56  C3 1.122
10 H -0.58 1.68 1.27  N4 1.027
11 H -1.76 0.72 0.65  N4 1.009
12 H -0.21 0.18 0.70  N4 1.021
13 C -1.10 -2.93 -0.48  C16 1.538, H17 1.089, H18 1.105, H19 1.119
14 C 1.19 -0.98 2.07  C15 1.542, H20 1.131, H21 1.098, H22 1.080
15 C 0.06 -1.87 1.53  C14 1.542, C16 1.523, H23 1.116, H24 1.096
16 C 0.11 -2.14 0.03  C13 1.538, C15 1.523, H25 1.109, H26 1.105
17 H -1.12 -3.94 -0.08  C13 1.089
18 H -1.15 -3.03 -1.58  C13 1.105
19 H -2.08 -2.48 -0.17  C13 1.119
20 H 1.27 -1.04 3.20  C14 1.131
21 H 1.08 0.07 1.78  C14 1.098
22 H 2.13 -1.30 1.64  C14 1.080
23 H -0.88 -1.40 1.89  C15 1.116
24 H 0.10 -2.86 2.01  C15 1.096
25 H 0.26 -1.21 -0.55  C16 1.109
26 H 1.00 -2.76 -0.19  C16 1.105

For the highest occupied orbital energy, the calculation gives -0.5375 hartree. The HOMO-LUMO gap comes out at 0.4212 Ha. As for the charge: +1. Its LUMO energy is -3.165 eV.

Atomic partial charges in e from the Löwdin method, atoms 1 to 4: number 1, C, carries -0.072; number 2, C, carries -0.119; number 3, C, carries -0.084; number 4, N, carries 0.180

Short version: *A* is the most stable of them.

*A*
A 3-piece molecular cluster, C4H14NO3 overall, computed with the ωB97M-V functional and the def2-TZVPD basis.

Last columns: bonded neighbours and bond lengths (Å).
Geometry (Å):
1 C 1.45 1.59 -0.32  N2 1.458, H7 1.083, H8 1.081, H9 1.093
2 N 0.52 1.29 -1.40  C1 1.458, C3 1.466, H10 1.011
3 C -0.24 0.04 -1.23  N2 1.466, C4 1.536, H11 1.075, H12 1.093
4 C -1.70 0.21 -0.78  C3 1.536, C5 1.526, H13 1.098, H14 1.080
5 C -1.84 0.64 0.68  C4 1.526, O6 1.408, H15 1.104, H16 1.097
6 O -1.65 -0.41 1.60  C5 1.408, H18 1.049
7 H 2.29 0.91 -0.39  C1 1.083
8 H 0.98 1.67 0.65  C1 1.081
9 H 1.86 2.58 -0.53  C1 1.093
10 H -0.10 2.06 -1.60  N2 1.011
11 H 0.26 -0.56 -0.49  C3 1.075
12 H -0.25 -0.48 -2.19  C3 1.093
13 H -2.26 0.90 -1.42  C4 1.098
14 H -2.09 -0.79 -0.89  C4 1.080
15 H -1.11 1.43 0.91  C5 1.104
16 H -2.85 1.02 0.87  C5 1.097
17 H 0.11 -2.53 1.80  O19 0.970
18 H -0.90 -1.06 1.26  O6 1.049
19 O 0.15 -2.09 0.94  H17 0.970
20 H 1.81 -1.68 0.93  O22 1.015
21 H 2.73 -2.86 0.77  O22 0.975
22 O 2.79 -1.89 0.84  H20 1.015, H21 0.975

For the highest occupied orbital energy, the calculation gives -0.1643 hartree. The HOMO-LUMO gap comes out at 0.3113 Ha. As for the charge: -1. Its LUMO energy is 4.000 eV.

Atomic partial charges in e from the Löwdin method, atoms 1 to 4: number 1, C, carries -0.140; number 2, N, carries -0.134; number 3, C, carries -0.243; number 4, C, carries -0.183

*B*
A 3-piece molecular cluster, C4H14NO3 overall, computed with the ωB97M-V functional and the def2-TZVPD basis.

Last columns: bonded neighbours and bond lengths (Å).
Geometry (Å):
1 C -3.02 -0.59 0.65  N2 1.431, H7 1.159, H8 1.180, H9 1.167
2 N -1.60 -0.36 0.68  C1 1.431, C3 1.446, C4 1.503
3 C -0.95 -1.21 -0.29  N2 1.446, H10 1.150, H11 1.123, H12 1.179
4 C -1.39 1.12 0.55  N2 1.503, C5 1.515, H13 1.110, H14 1.040
5 C -0.06 1.55 -0.03  C4 1.515, O6 1.423, H15 1.133, H16 1.126
6 O 0.14 1.08 -1.36  C5 1.423, H20 1.037
7 H -3.44 -0.11 1.61  C1 1.159
8 H -3.63 -0.37 -0.33  C1 1.180
9 H -3.20 -1.73 0.82  C1 1.167
10 H 0.20 -1.09 -0.28  C3 1.150
11 H -1.12 -2.26 0.07  C3 1.123
12 H -1.21 -1.18 -1.44  C3 1.179
13 H -1.47 1.49 1.59  C4 1.110
14 H -2.11 1.57 -0.04  C4 1.040
15 H 0.01 2.68 0.01  C5 1.133
16 H 0.85 1.35 0.60  C5 1.126
17 H 4.55 -0.76 0.29  O19 0.933
18 H 3.18 -0.55 0.20  O19 1.000
19 O 3.95 -0.21 0.74  H17 0.933, H18 1.000
20 H 0.73 0.25 -1.13  O6 1.037
21 H 2.29 -1.71 -1.22  O22 1.016
22 O 1.92 -0.90 -0.74  H21 1.016

For the highest occupied orbital energy, the calculation gives -0.1587 hartree. The HOMO-LUMO gap comes out at 0.2985 Ha. As for the charge: -1. Its LUMO energy is 3.804 eV.

Atomic partial charges in e from the Löwdin method, atoms 1 to 4: number 1, C, carries -0.200; number 2, N, carries -0.269; number 3, C, carries -0.168; number 4, C, carries -0.193

Short version: *A* is the most stable of them.